#1
Entry from the OMol25 dataset: C21H23Cl2IrN5O5P as an isolated structure (the ωB97M-V functional and the def2-TZVPD basis).

XYZ file:
```
58
Properties=species:S:1:pos:R:3:lowdin_spin:R:1
Ir -0.1194 0.9625 0.8354 2.561
O 0.1028 0.7374 -3.1233 0.022
C -0.4424 1.0215 -2.0254 0.028
N -0.8092 0.1611 -1.1006 0.105
C -0.6537 -1.2590 -1.3484 0.007
C -0.8708 -1.9699 -0.0505 -0.004
C -1.7362 -2.9804 0.1935 0.030
C -1.7117 -3.6874 1.4493 -0.001
C -0.9404 -3.2671 2.4596 0.019
C -0.1714 -1.9965 2.3454 0.018
N -0.1218 -1.4264 0.9899 0.135
C -0.8111 2.4228 -1.6625 0.007
C -1.1010 3.3752 -2.6267 0.002
C -1.5662 4.6166 -2.2135 0.003
C -1.7106 4.8629 -0.8569 0.004
C -1.3604 3.8641 0.0448 0.020
N -0.9293 2.6762 -0.3532 0.092
H 0.3552 -1.4685 -1.7356 0.000
H -1.3849 -1.5925 -2.0911 0.002
H -2.3976 -3.3296 -0.5830 0.002
H -2.2953 -4.5901 1.5395 -0.001
H -0.8603 -3.7969 3.3941 0.001
H -0.5461 -1.2707 3.0777 0.005
H -0.9939 3.1227 -3.6723 0.001
H -1.8239 5.3666 -2.9453 0.000
H -2.0945 5.8066 -0.5006 0.000
H -1.4306 4.0330 1.1112 0.003
Cl 5.1556 -1.6445 5.7895 0.067
C 3.9425 -0.9223 4.8258 0.134
C 3.7287 0.4546 4.8726 -0.022
C 2.7205 1.0141 4.1175 0.111
Cl 2.4319 2.7010 4.1538 0.041
C 1.8664 0.2255 3.2682 0.052
O 0.9204 0.7811 2.6275 0.344
C 2.1618 -1.1777 3.2038 0.082
C 1.3716 -2.0515 2.2777 0.010
O 1.3041 -1.5173 0.9303 0.015
C 3.1678 -1.7195 3.9773 0.006
H 4.3325 1.0806 5.5113 -0.003
H 1.7751 -3.0703 2.2624 0.000
H 3.3526 -2.7816 3.9458 -0.002
N 2.4893 1.2649 -3.7459 0.003
C 3.2258 1.9446 -2.6751 0.004
P 3.0041 0.9436 -1.1123 0.010
O 3.0863 -0.5066 -1.4506 0.000
O 1.8218 1.4844 -0.3668 0.081
C 4.5028 1.1643 0.0315 0.001
N 4.6089 -0.1981 0.5902 0.001
H 2.5636 1.7519 -4.6425 0.000
H 1.3753 1.1383 -3.4832 0.001
H 2.8309 0.3033 -3.8488 0.000
H 2.8135 2.9380 -2.5166 0.000
H 4.2848 2.0242 -2.9200 0.001
H 4.2934 1.9069 0.7974 0.000
H 5.4229 1.4316 -0.4821 0.000
H 4.1201 -0.7671 -0.1909 0.000
H 4.0402 -0.3084 1.4369 0.001
H 5.5636 -0.5196 0.7685 0.000
```

Results
Charge: +2
2S+1: 5
<S²>: 6.040
Molar mass, g/mol: 719.5
Lowest unoccupied orbital energy (spin up / spin down), Eh: -0.186 / -0.311

#2
Entry from the OMol25 dataset: C21H23Cl2IrN5O5P as an isolated structure (the ωB97M-V functional and the def2-TZVPD basis).

XYZ file:
```
58
Properties=species:S:1:pos:R:3:lowdin_spin:R:1
Ir -0.7132 -0.3576 0.6373 2.915
O 2.6448 -1.3719 2.5353 0.050
C 1.4229 -1.3311 2.3256 0.040
N 0.6690 -0.2307 2.2478 0.199
C 1.2044 1.0454 2.6528 0.019
C 0.2248 2.1112 2.2666 0.015
C 0.3227 3.4144 2.7295 0.004
C -0.6139 4.3448 2.3226 0.002
C -1.6327 3.9544 1.4590 0.006
C -1.6652 2.6485 1.0314 0.018
N -0.7531 1.7479 1.4322 0.144
C 0.6242 -2.5901 2.1660 0.005
C 1.0761 -3.8068 2.6219 0.005
C 0.2183 -4.8984 2.5410 -0.001
C -1.0473 -4.7228 2.0134 0.008
C -1.4188 -3.4659 1.5549 0.014
N -0.5940 -2.4251 1.6326 0.120
H 2.1635 1.2572 2.1709 0.005
H 1.3658 1.0593 3.7338 0.003
H 1.1220 3.6816 3.4078 0.001
H -0.5583 5.3650 2.6783 0.000
H -2.3882 4.6510 1.1258 0.001
H -2.4330 2.2960 0.3564 0.002
H 2.0647 -3.8812 3.0522 0.001
H 0.5339 -5.8699 2.8968 0.000
H -1.7485 -5.5424 1.9499 0.001
H -2.3881 -3.2870 1.1162 0.001
Cl -5.6738 1.4377 -4.8032 0.003
C -4.3457 1.2245 -3.7297 0.007
C -3.4234 2.2604 -3.5577 0.001
C -2.3416 2.1031 -2.7225 0.009
Cl -1.2271 3.4286 -2.5462 0.001
C -2.1127 0.9143 -1.9938 0.012
O -1.0263 0.7631 -1.2694 0.122
C -3.0944 -0.0930 -2.1497 0.010
C -3.0568 -1.2912 -1.3747 0.010
O -2.3651 -1.4952 -0.3673 0.103
C -4.1793 0.0585 -3.0332 -0.003
H -3.5657 3.1947 -4.0849 0.000
H -3.7419 -2.0917 -1.6806 0.004
H -4.8953 -0.7468 -3.1435 0.000
N 1.4195 1.4340 -2.5641 0.001
C 2.1176 0.1208 -2.6476 0.001
P 2.2643 -0.3785 -0.8866 0.016
O 2.6147 0.8860 -0.1693 0.000
O 1.0302 -1.1765 -0.5267 0.114
C 3.7154 -1.4943 -0.6823 0.005
N 4.4106 -1.0532 0.5665 0.002
H 1.9048 2.0157 -1.8682 0.000
H 0.4492 1.3104 -2.1851 0.000
H 1.3703 1.9263 -3.4556 0.000
H 3.0880 0.2645 -3.1194 0.000
H 1.5172 -0.5770 -3.2262 0.000
H 4.4037 -1.4250 -1.5234 0.000
H 3.3936 -2.5259 -0.5600 0.000
H 5.2984 -1.5352 0.7085 0.000
H 3.7879 -1.2159 1.4054 0.001
H 4.5610 -0.0393 0.5324 0.000
```

Results
Charge: +2
2S+1: 5
<S²>: 6.009
Molar mass, g/mol: 719.5
Lowest unoccupied orbital energy (spin up / spin down), Eh: -0.208 / -0.271

What is the least stable structure shown above? It is #1.